1.
A structure of composition C5H8N2. Source: the OMol25 dataset; level of theory: the ωB97M-V functional and the def2-TZVPD basis.

The value obtained for the energy above the lowest of the compared OMol25 structures with the same formula, charge and spin is 97.2 kcal per mole. Its orbital gap (spin up / spin down) is 0.2842 / 0.2836 hartree. Its total energy is -8290.781 eV.

ORCA input file:
```
! wB97M-V def2-TZVPD RIJCOSX def2/J DEFGRID3
* xyz 0 1
N -2.1636 -1.7643 -1.1425
N 1.1857 -0.8944 -0.3164
C -0.8868 -1.6481 -1.4697
C -2.0868 -1.6478 0.1896
C -1.1008 -0.7859 0.6680
C 0.6394 2.4592 0.6848
C -0.1673 -1.0400 -0.3631
H 1.5874 -0.4324 0.4855
H -0.8503 -0.5537 1.6941
H 1.1749 2.1022 1.5700
H 1.7674 -1.6033 -0.7364
H 1.2742 2.3533 -0.1987
H -0.4830 -1.9355 -2.4366
H -0.2761 1.8782 0.5451
H 0.3858 3.5125 0.8263
*
```

***

2.
A structure of composition C39H37AsMgN5P2S6. Source: the OMol25 dataset; level of theory: the ωB97M-V functional and the def2-TZVPD basis.

The value obtained for the energy above the lowest of the compared OMol25 structures with the same formula, charge and spin is 2.3 kcal per mole. Its orbital gap is 0.2116 hartree. Its total energy is -198374.147 eV.

ORCA input file:
```
! wB97M-V def2-TZVPD RIJCOSX def2/J DEFGRID3
* xyz -1 1
As 0.2733 -2.6214 4.5338
S 1.9368 -3.9043 4.6094
S -0.6466 -1.9926 6.3144
S 1.6716 2.2717 0.9452
S -5.3364 0.3946 2.8544
S -1.3103 -3.4853 3.1558
S 0.8734 -0.7593 3.3356
P -1.1677 -2.5442 -0.2313
P -0.4670 0.1229 -1.0173
Mg -1.0914 -1.2747 2.1925
N -4.1725 -2.0314 2.5607
N -0.6700 -1.5083 -1.5074
N -2.8086 -0.1394 2.6688
N 3.6785 1.6387 2.6499
N 4.4036 3.1014 1.0242
C -2.0308 0.5724 -3.3170
C 1.1491 -5.9432 -0.4751
C -2.0865 3.4436 3.2386
C 2.0539 0.5478 -2.2384
C -4.7405 -5.0245 -1.7313
C -2.9061 1.2353 2.8954
C 2.2544 -5.5761 0.2772
C -4.2294 -5.1982 -0.4499
C -3.0675 -3.3530 -2.1649
C 4.1377 4.2647 0.2846
C 3.4842 2.0062 1.2638
C 4.6230 5.4775 0.7838
C 0.1814 -3.7654 -0.1321
C -3.1429 -4.4513 -0.0261
C 3.2689 5.4704 -1.6152
C -3.3940 3.9283 3.3021
C -3.9872 -0.7014 2.6761
C -4.4733 3.0687 3.1808
C -1.0543 1.0751 -2.4636
C -1.8280 2.0994 3.0413
C 1.9885 0.6046 0.2166
C 4.1453 1.0331 -1.0632
C -2.5580 1.3607 -4.3318
C 3.4857 0.8721 -2.2079
C -2.5485 -3.5269 -0.8883
C -4.1589 -4.1024 -2.5870
C -2.1232 2.6667 -4.4950
C 2.3322 -4.3016 0.8231
C 3.7601 6.6690 -1.1199
C 4.4443 6.6601 0.0879
C -4.2104 1.7215 2.9830
C -0.6296 2.3947 -2.6284
C 3.5137 0.7959 0.2723
C 1.3388 0.4119 -1.1198
C 0.1085 -5.0450 -0.6714
C 3.4562 4.2777 -0.9326
C -1.1599 3.1829 -3.6366
C 0.0706 -2.0472 -2.6512
C 1.3043 -3.4006 0.6091
H 4.8315 7.5829 0.5018
H -3.5696 4.9844 3.4585
H -0.8185 1.7092 3.0194
H 3.0684 3.3611 -1.3424
H 0.1218 2.8061 -1.9623
H 3.9938 1.0240 -3.1526
H -2.5361 3.2835 -5.2830
H 3.1541 -4.0269 1.4693
H 1.1326 -2.1581 -2.4208
H -4.6783 -5.9184 0.2220
H 3.6107 7.5931 -1.6621
H -5.0920 -2.3871 2.7609
H 2.9454 1.0090 2.9697
H 4.5608 1.1452 2.7567
H -0.0390 -1.3836 -3.5114
H -2.3831 -0.4417 -3.1817
H -0.8206 4.2044 -3.7526
H -2.6202 -2.6293 -2.8337
H -4.5531 -3.9628 -3.5858
H 5.1452 5.4850 1.7341
H -5.5912 -5.6079 -2.0602
H 5.1889 1.3254 -1.0672
H 4.7986 3.3511 1.9209
H 3.0420 -6.2934 0.4695
H -2.7336 -4.5956 0.9692
H 1.6631 -0.1493 0.9337
H 1.0806 -6.9410 -0.8904
H -0.7631 -5.3547 -1.2352
H -5.4890 3.4345 3.2509
H -1.2554 4.1266 3.3544
H -3.3823 -2.6065 2.9019
H 4.0225 -0.0513 0.7469
H 2.7300 5.4551 -2.5551
H -3.3124 0.9522 -4.9925
H -0.3218 -3.0283 -2.9195
H 1.5752 0.4632 -3.2084
H 1.3556 -2.4323 1.0991
*
```

***

3.
A structure of composition C19H41CoF6N2O7 at a distorted geometry. Source: the OMol25 dataset; level of theory: the ωB97M-V functional and the def2-TZVPD basis.

The value obtained for the energy above the lowest of the compared OMol25 structures with the same formula, charge and spin is 0.0 kcal per mole. Its orbital gap (spin up / spin down) is 0.2617 / 0.2584 hartree. The expectation value of S² is 3.755. Its total energy is -91613.593 eV.

ORCA input file:
```
! wB97M-V def2-TZVPD RIJCOSX def2/J DEFGRID3
* xyz -1 4
Co -0.0901 0.2026 1.3223
F -1.0002 4.6553 1.0696
F -2.8488 3.6612 0.5885
F -2.1182 -5.2059 1.5328
F -1.8113 -3.8060 3.1576
F -3.0799 -3.2914 1.4595
F -1.9541 4.9439 -0.9175
O 0.2915 3.3487 -1.3357
O 1.4628 0.3819 2.6545
O -0.4902 -1.9727 1.6095
O -0.9972 -2.9931 -0.3140
O -1.5552 0.4291 2.9587
O 2.5430 0.1233 -3.7705
O -0.2651 2.1049 0.4297
N -2.0550 -0.1507 0.0190
N 1.0362 -0.5396 -0.3950
C -2.7074 -0.2379 2.5120
C -4.4422 -0.4198 0.7010
C 3.7146 -0.4596 2.1784
C 1.5906 0.2591 -1.5045
C -0.0500 3.8972 -2.5978
C -3.0430 0.1149 1.0767
C 2.7023 1.1421 -0.9806
C -1.1883 0.1119 4.2842
C 1.9946 -0.6052 -2.6888
C -0.7799 2.8877 -0.5068
C 2.7379 0.2630 3.1314
C -1.9115 -3.9092 1.8449
C -1.6495 -3.5761 -2.4993
C -1.6784 4.0335 0.0490
C -0.7595 -3.1914 1.1023
C 3.3585 1.6407 3.4695
C -1.5941 -4.0406 -1.0479
C 3.0085 -0.7425 -4.7836
C 1.2055 3.9296 -3.4449
H -0.5510 4.8625 -2.5354
H 2.8065 -1.2399 -2.2871
H -3.1842 1.1998 1.1228
H 2.7262 2.1332 4.2080
H 2.7735 -0.3689 4.0317
H 2.5130 1.4938 0.0345
H 3.3982 -1.4957 2.0107
H 4.3482 1.5002 3.9216
H -5.0962 -0.2919 1.5700
H 3.7895 -0.0707 1.1632
H -0.7708 3.2880 -3.1663
H 0.4068 -1.2150 -0.8399
H -3.5620 -0.0233 3.1740
H -2.0896 -4.3483 -3.1320
H -4.9215 0.1908 -0.0668
H 3.5351 2.2381 2.5751
H 0.1697 -3.7732 1.2196
H 0.8197 0.9379 -1.8878
H -2.0448 0.2608 4.9534
H -2.0075 -1.1283 -0.2618
H -1.4358 2.2480 -1.1341
H 2.1463 -1.0024 -5.4160
H 1.6571 2.9414 -3.5318
H 0.9735 4.3282 -4.4322
H 1.2294 -1.3382 -2.9741
H -2.5925 -4.2808 -0.6675
H 3.4542 -1.6713 -4.4239
H 1.9254 4.5569 -2.9122
H -0.3028 0.6984 4.5073
H -4.4268 -1.4647 0.3934
H -2.4283 0.3196 -0.8009
H -1.0389 -4.9876 -0.9791
H 1.7564 -1.1865 -0.0625
H 3.6548 -0.1474 -5.4279
H -0.6259 -3.4628 -2.8698
H -2.1095 -2.5948 -2.6043
H 4.7273 -0.4363 2.5927
H 3.6228 0.5516 -0.9321
H 2.7814 2.0667 -1.5524
H -0.9494 -0.9541 4.3781
H -2.6543 -1.3225 2.6775
*
```

***

4.
A structure of composition C6H14NO at a distorted geometry. Source: the OMol25 dataset; level of theory: the ωB97M-V functional and the def2-TZVPD basis.

The value obtained for the energy above the lowest of the compared OMol25 structures with the same formula, charge and spin is 150.8 kcal per mole. Its orbital gap is 0.1470 hartree. Its total energy is -9980.083 eV.

ORCA input file:
```
! wB97M-V def2-TZVPD RIJCOSX def2/J DEFGRID3
* xyz -1 1
O -3.7186 0.1429 1.1487
N 2.4699 -0.4872 0.2982
C 4.4528 0.8068 0.2987
C 2.9905 0.7494 0.7524
C -3.0596 0.2783 0.0918
C -1.7346 -0.3291 -2.0537
C -2.9452 -0.5804 -1.0924
C 1.0314 -0.7780 0.6522
H 0.9731 -0.1490 -0.2904
H 0.8979 -1.8174 0.3841
H -3.9008 -0.8988 -1.5464
H 4.8923 1.8087 0.3700
H 2.4277 1.5946 0.1900
H 2.7617 0.9440 1.8129
H -2.5158 1.2471 0.0019
H -1.6566 0.7545 -2.1073
H -2.3266 -0.7515 -0.0098
H -0.9313 -0.7547 -1.4025
H 0.4926 -0.3435 1.4685
H -1.9351 -0.8251 -3.0223
H 4.2660 0.6007 -0.7578
H 5.0753 0.0408 0.8320
*
```

***

5.
A structure of composition C47H35AsCsIN4O3 at a distorted geometry. Source: the OMol25 dataset; level of theory: the ωB97M-V functional and the def2-TZVPD basis.

The value obtained for the energy above the lowest of the compared OMol25 structures with the same formula, charge and spin is 54.8 kcal per mole. Its orbital gap is 0.1996 hartree. Its total energy is -130896.829 eV.

ORCA input file:
```
! wB97M-V def2-TZVPD RIJCOSX def2/J DEFGRID3
* xyz -2 1
Cs 0.8392 -1.3187 0.8676
I 2.8466 1.6485 0.9802
As -0.7328 1.1480 -0.7266
O -2.1408 -1.1109 4.2392
O -1.6570 -1.4331 0.7520
O -0.1579 -5.6840 1.3793
N -0.4520 1.3391 2.4491
N 1.5939 -3.4970 -0.7749
N 0.0159 -1.4138 3.4396
N 0.9322 -3.7116 1.9287
C -3.8335 3.7303 0.3563
C 2.1339 -3.5330 -1.9816
C -0.0885 5.8336 -0.8266
C 1.3681 -5.8691 -0.8896
C 0.1161 -2.7824 5.4061
C 1.2062 -4.6447 -0.2277
C -4.9023 2.9269 0.7089
C -4.7857 1.5463 0.6490
C -1.2877 2.2547 -4.7885
C -2.4928 1.6673 -5.1356
C 3.1169 -0.2444 -4.2012
C -1.4204 1.3052 -2.5688
C 5.1221 0.7991 -3.2651
C 1.9462 -5.8982 -2.1393
C 0.9158 -5.0289 5.3686
C 1.8255 -0.6736 -4.0395
C 0.8552 3.6527 -1.1579
C 0.2274 -2.6543 4.0194
C -1.0612 -0.7270 3.7509
C -3.5963 0.9693 0.2386
C -2.6360 3.1509 -0.0496
C -2.6060 0.6857 -2.9474
C 5.7897 1.3677 -2.2185
C -2.5156 1.7573 -0.1187
C -1.2234 1.5233 4.6953
C -0.2743 2.6531 2.4555
C 0.4486 -3.9416 6.0820
C 3.7710 1.3195 -0.9263
C -1.4295 3.8726 -0.4401
C -3.1475 0.8734 -4.2071
C -1.2980 5.2566 -0.4807
C 5.1070 1.6095 -1.0200
C 1.0168 -4.9388 3.9936
C -0.9042 0.7686 3.5614
C 1.1126 -0.3155 -2.8896
C -1.0420 2.8883 4.6872
C -2.2791 -2.6555 1.0889
C 0.9873 5.0318 -1.1734
C -0.7660 2.0813 -3.5191
C 0.6920 -3.7779 3.2866
C -0.3322 3.0571 -0.7657
C 3.7583 0.4582 -3.1651
C -0.5494 3.4771 3.5312
C 0.5840 -4.7081 1.1466
C 2.3358 -4.6938 -2.7115
C 1.6276 0.4441 -1.8503
C 3.0182 0.7510 -1.9758
H -4.0898 0.4055 -4.4692
H 0.0147 6.9131 -0.8256
H 1.3505 -1.2781 -4.8078
H -1.2710 3.4894 5.5592
H 0.1248 3.0853 1.5468
H 0.3414 -3.9957 7.1613
H -5.6266 0.9199 0.9240
H -1.6058 1.0096 5.5651
H -1.6641 -3.2664 1.7475
H -0.3773 4.5433 3.4652
H -2.1436 5.8894 -0.2397
H -5.8302 3.3782 1.0422
H 2.0954 -6.8377 -2.6643
H -2.4590 -3.1996 0.1628
H 2.4230 -2.5764 -2.3960
H -3.2369 -2.4861 1.5947
H -2.9138 1.8182 -6.1249
H -3.9361 4.8084 0.4016
H -0.7543 2.8617 -5.5124
H 2.7794 -4.6600 -3.6980
H 0.1794 2.5439 -3.2658
H 5.6441 2.0013 -0.1678
H 0.0748 -0.6489 -2.8192
H 1.9297 5.4818 -1.4617
H 1.3891 -5.7802 3.4255
H -0.2206 -1.9186 5.9628
H 3.6765 -0.4499 -5.1061
H -3.1114 0.0377 -2.2428
H 1.1970 -5.9460 5.8781
H -3.5060 -0.1082 0.2020
H 1.0279 -6.7657 -0.3912
H 5.6451 0.5593 -4.1829
H 1.6890 3.0278 -1.4495
H 6.8470 1.5951 -2.2898
H -1.3804 -1.0429 1.5961
*
```

***

6.
A cluster of 12 separate species, C45H113NO24 in total at a distorted geometry. Source: the OMol25 dataset; level of theory: the ωB97M-V functional and the def2-TZVPD basis.

The structure (SMILES) is C[N+](=O)[O-].COCCOC.COCCOC.COCCOC.COCCOC.COCCOC.COCCOC.COCCOC.COCCOC.COCCOC.COCCOC.COCCOC. The value obtained for the energy above the lowest of the compared OMol25 structures with the same formula, charge and spin is 79.9 kcal per mole. Its orbital gap is 0.3404 hartree. Its total energy is -99103.916 eV.

ORCA input file:
```
! wB97M-V def2-TZVPD RIJCOSX def2/J DEFGRID3
* xyz 0 1
O -6.8216 -0.5477 -1.8492
O 8.1734 -1.1549 0.7950
O 8.0094 0.1836 5.4726
O -1.2017 0.8882 7.9761
O -0.9631 -0.0724 5.2636
O 2.2281 -0.4211 0.4906
O -5.5003 -5.3755 -3.8589
O 3.8502 1.1930 6.8391
O -5.3201 -2.3209 1.7562
O -0.7577 4.4907 0.3424
O -3.8403 -0.1345 -5.4904
O 2.7794 -1.5697 6.0632
O 5.8333 -0.8806 -1.0783
O -3.9553 -5.8823 -2.4902
O 3.4336 3.6555 -2.4967
O 5.0866 0.9490 3.6423
O 4.6547 6.0959 -2.9386
O -0.9098 -0.9134 -1.1330
O -5.5870 -0.3246 -8.7655
O -3.4145 -3.6318 3.9237
O -8.6065 -2.4378 -0.4339
O 0.4731 0.1269 -6.6242
O 1.9128 -1.1965 -4.0620
O -1.8521 3.1435 -2.2023
N -5.0164 -5.3075 -2.8088
C -4.2347 -1.3436 1.6449
C -5.2871 -0.4369 -7.3375
C -3.2060 2.8630 -2.6503
C -5.3044 0.9625 -9.2838
C -4.5830 -4.2286 3.3619
C 8.4992 -0.9178 6.1892
C 2.7128 4.8963 -2.2856
C 2.7663 0.8779 5.9824
C -1.8265 -1.8040 -1.6611
C 2.7347 -0.4437 5.2750
C -1.5262 2.5366 -0.9976
C -1.3250 1.6943 6.8383
C -8.1566 -0.8080 -2.3209
C -0.3703 1.3578 9.0336
C -0.5656 0.0412 3.9200
C -2.5418 -0.1215 -4.9126
C 6.5807 0.1542 5.1328
C -9.1822 -3.5680 -1.0258
C -5.8853 -0.4018 -2.8291
C 3.8007 0.4744 8.0695
C -3.8072 -0.4340 -6.9490
C -1.8112 0.9541 5.6669
C 0.0499 1.1726 -7.6508
C 0.4166 -1.4220 -0.9341
C -9.0045 -1.1811 -1.0856
C 7.9844 -1.6138 -0.5251
C -2.2110 -3.9741 3.2701
C 6.1568 1.4731 4.4075
C 6.5815 -2.0392 -1.0273
C 1.4070 0.1119 -4.2074
C 1.4830 0.6018 -5.6448
C 7.9220 -2.1273 1.7863
C -4.9657 -3.7355 1.8375
C -0.4320 3.2149 -0.2352
C -5.5024 -4.3520 -1.7656
C 3.4520 2.8381 -1.2821
C 1.1199 -2.2603 -4.5368
C -1.0602 5.5077 -0.6344
C 4.5872 -0.9859 -1.8287
C 3.2896 5.8976 -3.2710
C 4.5536 1.9116 2.7045
C 2.4618 -1.3324 1.5561
C 0.8864 -0.3151 0.0374
C 1.5361 -2.1223 6.4184
C 5.3052 6.8941 -3.8913
H -4.8443 -0.4792 -2.5154
H 3.4883 -1.1916 1.8948
H -0.2929 5.6679 -1.3918
H -0.6175 0.7603 -8.4076
H -1.9818 0.7906 -5.1192
H -8.5787 -4.4455 -0.7935
H 2.9847 0.8885 8.6617
H 3.6822 2.3481 3.1926
H -1.5229 -3.9991 4.1151
H -0.4263 2.0614 -7.2368
H 4.9599 7.9154 -4.0520
H -4.5660 -5.3153 3.4453
H 2.6423 6.7605 -3.1148
H -3.4231 -1.4229 -7.1993
H -3.9740 3.3414 -2.0426
H -1.3998 0.1174 3.2226
H -2.3149 2.5838 -0.2468
H -1.3373 1.4672 -1.0909
H -5.7471 0.4359 -6.8741
H -5.8757 1.2491 -10.1667
H 6.0152 -0.0049 6.0510
H 6.0326 -2.8860 -0.6153
H -2.2635 -2.5527 -1.0004
H 1.6828 -3.1850 -4.6640
H -5.3748 -4.0012 4.0757
H 1.8478 0.9442 6.5654
H -4.1905 -0.6133 2.4529
H -1.3800 6.4696 -0.2337
H 2.4896 0.5603 -6.0610
H 2.8280 1.6452 5.2107
H 1.8754 -1.0486 2.4300
H 8.3792 -1.8511 5.6391
H 1.9583 -0.4287 4.5102
H -10.1910 -3.7073 -0.6373
H 2.9312 5.3718 -1.3294
H 0.9595 -1.3938 6.9884
H 3.0871 5.5332 -4.2781
H 5.3411 2.6164 2.4377
H -3.2789 3.2964 -3.6478
H 0.2418 -2.4870 -3.9320
H -0.3870 0.4679 9.6628
H 1.3816 1.6511 -5.3675
H 2.2210 -2.3132 1.1461
H -5.4786 1.7668 -8.5690
H -9.1560 -3.4905 -2.1127
H 0.6675 -1.8968 -5.4595
H 4.0815 -1.9082 -1.5428
H -9.9656 -1.3674 -1.5650
H 0.9915 -2.4268 5.5246
H 8.6012 -2.9704 1.9133
H -5.8670 -4.2185 1.4601
H 1.4879 -3.1121 6.8724
H 7.7542 -1.8113 2.8159
H -2.7367 -0.3175 -3.8582
H 2.0087 0.7125 -3.5253
H 5.8830 2.1493 5.2174
H -2.2482 -4.9460 2.7781
H -3.2551 0.2964 -7.5403
H 0.4432 -2.2363 -0.2100
H -1.2388 -2.3991 -2.3600
H 6.9738 -2.5859 1.5059
H -4.2186 -3.9566 1.0752
H -4.2253 1.0530 -9.4077
H -8.1251 -1.6576 -3.0030
H -2.2092 1.6801 4.9578
H 5.4616 6.3605 -4.8288
H 3.8813 -0.6124 8.0441
H -5.5636 -4.9265 -0.8414
H 3.8736 3.4026 -0.4504
H -1.8563 -0.9592 -5.0408
H 0.0376 0.9475 3.8666
H 7.9270 -1.1141 7.0959
H -5.7576 -1.3039 -6.8736
H -0.2776 1.8487 6.5791
H 0.4276 0.3281 -3.7807
H -1.7339 -3.2904 2.5678
H -8.4323 0.0536 -2.9290
H 3.6992 -0.4982 4.7702
H -3.2545 -1.7897 1.4769
H 6.8268 -2.3552 -2.0413
H -4.5718 -0.8114 0.7553
H -4.7652 -3.5490 -1.7614
H 8.3940 -1.0903 -1.3889
H 0.7175 0.6345 -0.4704
H 4.6090 0.8281 8.7096
H 0.9933 -1.6322 -1.8349
H 0.3186 -0.2000 0.9606
H -0.7162 2.2119 9.6158
H 0.9119 1.5372 -8.2095
H 6.9896 1.9765 3.9164
H -2.7664 0.4951 5.9218
H -0.0776 2.5220 0.5279
H 2.4438 2.5308 -1.0041
H 4.0868 1.9658 -1.4377
H -2.6507 -1.2801 -2.1451
H -0.0955 -0.8941 3.6160
H 3.9178 -0.1299 -1.7442
H 9.5588 -0.7041 6.3291
H 0.3428 3.4323 -0.9704
H -3.5124 1.8241 -2.7725
H 6.3117 7.0708 -3.5119
H 4.7119 -1.0058 -2.9114
H 8.5217 -2.5603 -0.5850
H -6.0322 -1.2066 -3.5494
H -6.0209 0.5384 -3.3637
H 4.2895 1.4094 1.7738
H 1.6265 4.8114 -2.3161
H -9.0365 -0.4799 -0.2517
H -1.7401 2.6837 7.0305
H -2.0494 5.2669 -1.0239
H 0.6815 1.4156 8.7533
H 6.3793 -0.7331 4.5325
H -6.4469 -3.9653 -2.1483
*
```